[1]
{
  "formula": "C17H19NO3",
  "method": "ωB97M-V/def2-TZVPD",
  "homo_energy_ev": -7.9,
  "smiles": "COc1ccc(CC/N=C/c2ccc(O)cc2)cc1OC",
  "spin_multiplicity": 1,
  "lumo_energy_ev": 0.77,
  "gap_ev": 8.65,
  "symbols": ["C", "O", "C", "C", "C", "C", "C", "C", "O", "C", "H", "H", "H", "H", "C", "H", "H", "C", "N", "C", "C", "C", "C", "C", "C", "C", "H", "H", "O", "H", "H", "H", "H", "H", "H", "H", "H", "H", "H", "H"],
  "xyz": [[6.7067, 1.8036, -0.1929], [6.1131, 0.5399, -0.0435], [4.7507, 0.4654, -0.0326], [3.8876, 1.5376, -0.1497], [2.5095, 1.3522, -0.1269], [1.9693, 0.0898, 0.0093], [2.8392, -0.9963, 0.1290], [4.2105, -0.8322, 0.1119], [5.1234, -1.8387, 0.2230], [4.6515, -3.1532, 0.3702], [4.0556, -3.2696, 1.2821], [5.5406, -3.7779, 0.4405], [4.0561, -3.4687, -0.4934], [2.4124, -1.9815, 0.2366], [0.4906, -0.1896, 0.0547], [0.2636, -1.0281, -0.6084], [0.2181, -0.5012, 1.0686], [-0.4117, 0.9787, -0.3515], [-1.7498, 0.4967, -0.4832], [-2.6731, 0.9630, 0.2391], [-4.0412, 0.4865, 0.1445], [-5.0341, 1.0291, 0.9573], [-6.3372, 0.5807, 0.8727], [-6.6720, -0.4227, -0.0305], [-5.6846, -0.9726, -0.8482], [-4.3881, -0.5216, -0.7590], [-3.6120, -0.9341, -1.3833], [-5.9646, -1.7496, -1.5417], [-7.9396, -0.8940, -0.1486], [-8.5227, -0.4337, 0.4674], [-7.1026, 1.0081, 1.5080], [-4.7840, 1.8095, 1.6621], [-2.4945, 1.7616, 0.9792], [-0.3331, 1.8022, 0.3790], [-0.1012, 1.3411, -1.3371], [1.8746, 2.2184, -0.2190], [4.2725, 2.5389, -0.2605], [7.7812, 1.6273, -0.1768], [6.4392, 2.4764, 0.6294], [6.4316, 2.2699, -1.1454]],
  "forces_ev_per_angstrom": [[0.1, 0.2, 0.0], [-0.3, -0.3, 0.0], [0.1, 0.0, 0.0], [0.4, 0.0, 0.0], [-0.2, -0.2, 0.0], [0.0, 0.1, 0.0], [0.2, -0.1, 0.0], [0.2, 0.0, 0.0], [0.0, 0.5, -0.1], [-0.1, -0.2, 0.0], [0.0, 0.0, 0.0], [-0.1, 0.0, 0.0], [0.0, 0.0, 0.0], [0.0, -0.1, 0.0], [-0.1, 0.2, 0.0], [0.0, 0.0, 0.1], [-0.1, 0.0, -0.1], [0.4, 0.0, 0.2], [-0.5, -0.2, -0.1], [0.6, 0.3, 0.1], [-0.7, -0.2, 0.0], [0.3, -0.1, -0.2], [-0.3, -0.1, 0.0], [0.3, 0.2, 0.2], [-0.3, 0.0, 0.1], [0.0, 0.2, 0.2], [0.1, -0.1, -0.1], [0.0, -0.1, -0.1], [-0.2, -0.1, 0.0], [0.1, 0.0, -0.1], [-0.1, 0.0, 0.0], [0.0, 0.1, 0.1], [0.1, -0.1, -0.1], [0.0, 0.0, -0.1], [0.1, 0.1, 0.1], [-0.1, 0.1, 0.0], [0.1, 0.1, 0.0], [-0.1, 0.1, 0.0], [0.0, 0.0, 0.0], [0.0, 0.0, 0.0]],
  "nbo_charge": [-0.25, -0.50, 0.31, -0.30, -0.23, -0.01, -0.29, 0.26, -0.48, -0.25, 0.17, 0.20, 0.17, 0.21, -0.42, 0.22, 0.21, -0.24, -0.41, 0.13, -0.16, -0.15, -0.31, 0.33, -0.27, -0.14, 0.24, 0.23, -0.66, 0.48, 0.21, 0.21, 0.14, 0.16, 0.20, 0.21, 0.22, 0.20, 0.17, 0.17]
}

[2]
{
  "formula": "C3HNO",
  "method": "ωB97M-V/def2-TZVPD",
  "homo_energy_ev": [-8.4, -10.7],
  "spin_multiplicity": 3,
  "lumo_energy_ev": [-0.75, -3.12],
  "gap_ev": [7.69, 7.57],
  "symbols": ["C", "C", "C", "N", "O", "H"],
  "xyz": [[-0.3240, 0.3240, -1.2186], [1.0753, -1.0753, 0.6895], [-1.0997, 0.3905, -0.1263], [0.3827, -0.1406, -0.0326], [-2.0952, 0.6650, 0.4485], [2.0608, -0.1637, 0.2396]],
  "forces_ev_per_angstrom": [[2.9, 0.1, -0.5], [0.9, 5.5, -2.4], [-3.6, 0.3, 0.6], [-0.4, -2.3, 1.1], [1.0, -0.5, 0.5], [-0.9, -3.1, 0.7]],
  "nbo_charge": [0.09, 0.11, 0.52, -0.52, -0.41, 0.22]
}

[3]
{
  "formula": "C4H6O2",
  "method": "ωB97M-V/def2-TZVPD",
  "homo_energy_ev": -8.7,
  "spin_multiplicity": 1,
  "lumo_energy_ev": 0.44,
  "gap_ev": 9.10,
  "symbols": ["O", "C", "C", "C", "C", "O", "H", "H", "H", "H", "H", "H"],
  "xyz": [[0.0562, 1.9335, 1.5773], [0.1024, 0.7298, 1.6346], [-0.2657, -0.1552, 0.4595], [-0.0738, 0.4860, -0.9199], [0.5608, -1.4499, -1.0258], [0.6235, -1.2465, 0.3676], [0.4138, 0.1893, 2.5509], [-1.3070, -0.5030, 0.5899], [0.6238, 1.3292, -0.9058], [-0.9696, 0.7132, -1.4953], [0.7191, -0.2921, -1.5536], [-0.4835, -1.7343, -1.2793]],
  "forces_ev_per_angstrom": [[0.0, -0.5, 0.0], [-0.1, 0.3, 0.0], [-0.1, 0.1, 0.0], [-0.2, 0.2, 0.0], [-0.2, -0.2, -0.1], [0.0, 0.0, 0.1], [0.0, 0.1, -0.1], [0.1, 0.0, 0.0], [-0.1, -0.1, 0.0], [0.2, -0.1, 0.1], [0.1, 0.1, -0.1], [0.1, 0.0, 0.0]],
  "nbo_charge": [-0.50, 0.43, -0.02, -0.48, -0.05, -0.54, 0.13, 0.20, 0.24, 0.23, 0.25, 0.11]
}

[4]
{
  "formula": "C13H29Cl2InN2P",
  "method": "ωB97M-V/def2-TZVPD",
  "homo_energy_ev": [-0.1, -0.1],
  "spin_multiplicity": 1,
  "lumo_energy_ev": [2.78, 2.78],
  "gap_ev": [2.93, 2.93],
  "total_charge": -1,
  "symbols": ["In", "Cl", "Cl", "H", "H", "P", "C", "C", "C", "C", "H", "C", "H", "H", "H", "H", "H", "H", "H", "C", "C", "H", "H", "H", "H", "H", "H", "C", "H", "C", "H", "H", "H", "H", "H", "H", "C", "C", "N", "C", "C", "N", "H", "H", "H", "H", "H", "H"],
  "xyz": [[1.7104, 2.4311, 0.2190], [-0.4041, 3.0856, -0.4578], [2.6103, 0.9010, -1.2496], [2.2806, 1.2751, 1.6645], [2.4745, 1.9672, 2.0202], [-1.1497, -1.3921, 0.0527], [-2.9458, -1.1390, 0.6027], [-1.5051, -2.4983, -1.4233], [-0.7630, -2.7564, 1.3191], [-3.4124, 0.2620, 0.2038], [-2.8644, -1.1855, 1.6998], [-3.9875, -2.1770, 0.1701], [-4.1646, -2.1482, -0.9096], [-4.9469, -1.9176, 0.6340], [-3.7884, -3.2095, 0.4743], [-2.6681, 1.0231, 0.4624], [-4.3502, 0.4681, 0.7381], [-3.6300, 0.3008, -0.8719], [-1.1035, -2.2831, 2.2522], [0.7451, -2.9857, 1.4005], [-1.5183, -4.0850, 1.1821], [-2.5747, -4.0355, 1.4677], [-1.0850, -4.8269, 1.8626], [-1.4248, -4.5240, 0.1849], [1.2691, -2.0342, 1.5494], [1.1156, -3.4828, 0.4964], [0.9454, -3.6474, 2.2532], [-2.1461, -1.7291, -2.5698], [-2.2466, -3.2305, -1.1008], [-0.2911, -3.3063, -1.8735], [-3.1683, -1.4025, -2.3587], [-2.2178, -2.4150, -3.4207], [-1.5309, -0.8724, -2.8546], [0.5864, -2.6627, -1.9936], [-0.5400, -3.7557, -2.8427], [-0.0531, -4.1467, -1.2112], [4.7677, 4.2478, 1.5803], [3.9568, 4.7868, 0.4681], [2.7944, 4.3701, -0.0642], [2.4352, 5.2878, -1.0558], [3.3615, 6.2813, -1.0739], [4.3172, 5.9475, -0.1020], [5.7714, 3.9961, 1.2013], [4.9160, 5.0319, 2.3484], [4.3352, 3.3543, 2.0530], [1.5376, 5.1664, -1.6381], [3.3990, 7.1911, -1.6593], [5.1507, 6.4745, 0.1706]],
  "forces_ev_per_angstrom": [[-1.5, 1.9, 0.4], [-2.8, 1.0, -1.6], [1.1, -1.6, -1.6], [1.8, -0.2, 3.1], [0.3, -2.7, 0.8], [-0.8, -1.2, 0.1], [0.3, 0.0, -0.1], [-0.2, -0.2, 0.4], [-0.2, 0.3, -0.2], [-0.3, -0.1, 0.2], [-0.1, 0.1, -0.2], [-0.5, 0.1, 0.2], [0.0, -0.1, 0.2], [0.0, 0.1, 0.0], [0.0, 0.4, -0.3], [-0.2, -0.1, -0.2], [0.1, 0.2, -0.1], [0.2, 0.1, 0.2], [0.3, -0.1, 0.0], [-0.1, -0.1, 0.2], [0.2, -0.4, 0.4], [0.4, 0.1, -0.2], [0.1, 0.1, 0.1], [-0.2, 0.1, 0.2], [0.0, -0.3, -0.1], [0.1, 0.2, 0.2], [0.2, 0.1, -0.1], [0.3, -0.1, -0.3], [0.0, 0.0, 0.0], [0.0, 0.1, -0.4], [0.3, 0.2, 0.1], [0.0, 0.2, -0.1], [-0.1, 0.0, -0.1], [0.0, -0.2, 0.0], [0.2, 0.1, 0.0], [0.0, 0.4, 0.0], [0.4, -0.4, 0.4], [-1.8, 0.1, -0.7], [2.1, 1.7, -0.8], [1.0, 0.0, 1.0], [0.2, 0.0, 0.2], [-0.1, 0.7, -0.7], [-0.3, -0.1, 0.1], [-0.2, -0.4, -0.2], [0.1, 0.3, -0.3], [-0.1, -0.1, 0.1], [0.2, -0.1, 0.1], [-0.6, -0.1, -0.3]],
  "nbo_charge": [0.46, -0.72, -0.65, -0.05, 0.03, 0.84, -0.49, -0.50, -0.49, -0.62, 0.21, -0.62, 0.20, 0.20, 0.20, 0.25, 0.19, 0.20, 0.21, -0.62, -0.62, 0.20, 0.20, 0.20, 0.23, 0.20, 0.19, -0.61, 0.20, -0.62, 0.20, 0.19, 0.23, 0.23, 0.20, 0.20, -0.67, 0.37, -0.53, -0.08, -0.15, -0.53, 0.22, 0.22, 0.25, 0.25, 0.21, 0.40]
}

Looking at relative energy (zero: lowest compared OMol25 entry of this formula, charge and spin) for the records above, in order, we have 207.74, 467.49, 546.75, 36.35 kJ/mol.